Record 1
ORCA calculation (wB97M-V/def2-TZVPD) on a single C5H14OSi molecule in a non-equilibrium geometry.

```
! wB97M-V def2-TZVPD RIJCOSX def2/J DEFGRID3
* xyz 0 1
C 1.87091 1.91908 1.48821
O 1.18491 1.10956 0.55061
Si 0.12425 -0.08772 0.75078
C -1.67762 0.45052 1.27937
C 0.32973 -0.76955 -0.95266
C -0.45426 0.11832 -1.96393
C -0.30856 -2.14516 -1.07714
H 1.56917 1.55807 2.52413
H 1.67665 2.94758 1.45302
H 2.92979 1.73106 1.40679
H 0.61838 -1.17082 1.93265
H -1.62182 1.03864 2.10770
H -1.86416 1.04018 0.35548
H -2.38187 -0.41690 1.48667
H 1.24385 -0.82112 -1.37973
H 0.04374 1.08227 -2.04612
H -0.33049 -0.34826 -3.04659
H -1.44662 0.26351 -1.61705
H 0.31907 -2.79579 -0.64496
H -0.51736 -2.48707 -2.02251
H -1.30768 -2.21639 -0.58471
*
```

Properties
SMILES string = CO[Si@@H](C)C(C)C

Record 2
ORCA calculation (wB97M-V/def2-TZVPD) on C4H12N2O2 as an isolated structure in a non-equilibrium geometry.

```
! wB97M-V def2-TZVPD RIJCOSX def2/J DEFGRID3
* xyz 0 1
C 1.63937 0.78226 -0.05741
C -0.33652 -2.07354 0.18324
N 2.23745 2.01926 0.08046
O 1.57576 0.31081 -1.26847
H 0.52208 -0.16273 -1.57284
H 1.91119 0.09317 0.74525
H 1.99811 2.68500 -0.64089
H 2.60041 2.24214 0.99501
H -0.64391 -2.03961 1.22697
H -0.54357 -3.06540 -0.23082
H 0.73240 -1.89061 0.12394
C -0.30183 1.09687 0.77324
C -1.07479 -1.05684 -0.64168
N -2.39630 -0.90555 -0.41026
O -0.60955 -0.60982 -1.73225
H -2.77858 -1.16471 0.48457
H -2.88272 -0.21829 -0.96551
H -1.03765 0.49003 1.30012
H -0.75549 1.77004 0.04184
H 0.14412 1.69752 1.56550
*
```

Results for E_tot: -15336.591; -11415.727 (in eV, following the order of the records).